Record 1
{"formula": "C20H34N2O6PtSeSi2Te", "method": "wB97M-V/def2-TZVPD", "elements": ["C", "C", "C", "H", "Si", "O", "C", "O", "H", "H", "H", "C", "H", "H", "C", "O", "H", "H", "Se", "H", "Si", "C", "C", "N", "H", "O", "C", "H", "C", "C", "C", "O", "H", "O", "H", "Pt", "C", "C", "H", "H", "H", "H", "H", "H", "H", "H", "C", "H", "C", "C", "H", "N", "C", "H", "H", "H", "H", "H", "H", "Te", "H", "H", "H", "H", "C", "H", "C"], "positions_angstrom": [[2.5721, -0.1163, -0.6492], [3.8150, -0.0252, 1.7864], [3.9399, 0.0535, -0.6017], [-0.9432, -3.6086, -0.8932], [-3.3648, -3.0519, -0.8173], [6.4930, 0.2284, 2.0441], [6.0628, 0.3082, 0.7006], [-0.5041, -0.0324, -1.4741], [-3.8817, 1.5675, -2.7027], [-1.3721, -2.9689, 0.6884], [-1.7317, -0.4983, 3.2008], [2.4435, -0.1931, 1.6660], [-4.3395, -0.8130, -1.3118], [-4.8367, -4.6045, 0.4616], [1.4916, -0.4112, 6.5958], [2.5612, -1.3123, 6.8073], [0.6495, -0.6157, 7.2640], [4.3048, 0.0238, 2.7460], [-0.8831, 1.6318, -1.7194], [-6.8492, 3.3438, 0.7507], [-4.9389, 2.5529, -0.6641], [1.5184, -0.2997, 2.8158], [4.5763, 0.0997, 0.6335], [0.1992, -0.3503, 2.5104], [-7.1496, 3.6617, -0.9578], [0.3477, 2.4556, -1.0962], [1.9480, -0.3255, 4.1307], [7.4412, 0.3803, 2.0780], [-4.7586, -3.5210, 0.3518], [-3.9982, 4.1701, -0.5693], [-4.8943, 1.8171, -2.3898], [-2.2216, 1.7425, -0.7681], [-2.8492, -3.5696, -3.1891], [-1.2475, 1.8914, -3.2533], [-5.5258, 0.9272, -2.4674], [-0.2449, -0.1979, 0.5052], [-6.7423, 2.9315, -0.2555], [-0.3230, -0.4480, 4.8289], [2.0094, -0.1339, -1.5739], [3.0009, -0.3011, 4.3719], [-1.0931, -0.5108, 5.5861], [-4.2321, 1.8876, 1.6271], [-7.3637, 2.0345, -0.3118], [-4.6014, -3.0947, 1.3450], [-2.6466, -0.8810, -1.8228], [-1.7877, -4.6378, 0.2718], [-3.3483, -1.1890, -1.0461], [-4.0275, 4.5792, 0.4443], [-3.6586, -3.8228, -2.5020], [-1.7139, -3.6208, -0.1201], [6.5518, -0.4522, 0.0813], [1.8572, -0.2463, 0.4636], [1.0212, -0.3930, 5.1632], [1.8823, 0.5750, 6.8530], [-4.4697, 4.9022, -1.2298], [4.4959, 0.1628, -1.5233], [6.2927, 1.2892, 0.2691], [-3.7162, -4.9111, -2.4341], [-5.7193, -3.1563, -0.0192], [-2.8112, -0.0850, 0.6585], [-5.2181, 0.6181, 0.9416], [-4.5921, -3.4664, -2.9418], [-2.9585, 4.0504, -0.8604], [-5.2946, 2.5489, -3.0967], [-4.4235, 1.3342, 0.7018], [2.2830, -2.1958, 6.5434], [-0.6915, -0.4267, 3.4974]], "mulliken_charge": [-0.287, -0.616, -0.943, 0.268, 0.247, -0.494, -0.580, -0.802, 0.242, 0.117, 0.415, 0.374, 0.006, 0.335, -0.696, -0.500, 0.347, 0.554, 1.148, 0.312, 0.503, 0.701, 0.451, -0.018, 0.313, -0.690, -0.696, 0.305, -1.044, -0.975, -0.938, -0.523, 0.328, -0.708, 0.265, 0.776, -1.150, -1.154, 0.546, 0.497, 0.391, 0.521, 0.305, 0.298, 0.358, 0.393, -0.311, 0.299, -1.087, -0.828, 0.338, -0.242, 0.662, 0.299, 0.305, 0.446, 0.334, 0.320, 0.324, 0.192, 0.444, 0.315, 0.240, 0.365, -0.992, 0.328, -0.255], "lumo_energy_ev": -1.13, "largest_force_ev_per_a": 1.6, "orbital_gap_ev": 5.993, "homo_energy_ha": -0.2616}

Record 2
{"formula": "C39H49IrN2P2Si3", "method": "wB97M-V/def2-TZVPD", "elements": ["H", "H", "H", "H", "C", "H", "H", "H", "H", "C", "C", "C", "N", "H", "H", "H", "H", "H", "H", "C", "C", "N", "H", "C", "C", "C", "H", "Si", "C", "C", "C", "C", "H", "C", "H", "H", "H", "C", "Si", "H", "H", "H", "C", "H", "Si", "H", "H", "H", "H", "H", "H", "P", "C", "C", "C", "H", "H", "H", "C", "C", "C", "C", "H", "H", "H", "H", "P", "C", "H", "H", "C", "C", "C", "Ir", "C", "C", "C", "H", "H", "C", "C", "C", "H", "H", "C", "C", "H", "C", "C", "H", "H", "H", "C", "H", "C", "H"], "positions_angstrom": [[-3.6629, -1.2669, -5.2377], [3.6376, -1.0094, 1.8178], [-6.5413, 0.7935, -0.2802], [-3.3287, 1.6028, 3.0019], [1.9376, -2.5221, -0.2393], [2.8472, 1.8359, 2.5521], [1.6405, 0.3160, 3.9223], [-4.9254, -2.7274, 1.5461], [2.8207, -0.3911, -5.5675], [-2.0278, 0.1018, -5.4772], [2.2147, -3.9987, 1.6423], [-2.4228, 4.1377, 5.0525], [-1.1958, 1.5091, -0.3075], [0.4128, 2.2975, 4.9652], [-3.0305, -0.8127, 2.9989], [-2.0667, 0.0792, -6.5588], [2.8062, 3.1261, 1.3545], [1.3896, 2.1612, 1.5982], [-6.8540, -1.2576, 1.0686], [-2.7027, 2.1963, 3.6626], [-2.8800, -0.6284, -3.3492], [1.8890, 0.2769, -0.6129], [1.1344, 4.0449, -0.1525], [-1.1119, 3.7572, 5.3008], [4.2537, -0.3743, 1.1764], [1.5029, -2.9998, 0.9943], [3.7968, 2.5622, -1.5289], [-0.7572, 0.1953, 3.1028], [2.5031, 2.0936, 1.5484], [-3.2210, 3.3477, 4.2335], [2.0880, -0.7070, -3.5780], [-0.4930, -0.9660, -0.3439], [1.1479, -1.3570, 3.6440], [0.8102, -0.3880, 4.0219], [3.4072, -2.7072, -1.7960], [-2.6072, 4.7752, -1.8241], [2.7354, 0.0328, -3.1199], [1.2605, -1.8635, -5.5170], [-1.2126, 3.2207, -0.5128], [0.5978, -2.5904, 1.4294], [-3.3643, 3.1890, -1.8317], [-2.2357, -1.2806, 4.5004], [4.3618, 1.8436, -0.9312], [5.1428, 2.3897, -0.3964], [3.2279, 0.8971, 0.2332], [-1.7866, -2.0693, 2.9830], [3.9070, -5.3143, 1.5610], [-3.5834, -1.2179, -2.7743], [-1.9851, 3.5166, -2.8850], [1.2816, -2.0387, -6.5851], [-2.8210, 5.0423, 5.4938], [1.1207, -1.0946, -0.9950], [-1.3888, 1.7898, 3.9077], [-3.5300, -1.5052, 0.4725], [0.5289, 3.7619, -1.0170], [4.8147, -1.0275, 0.5052], [-0.3692, -2.8809, -2.7257], [4.8527, 1.1451, -1.6145], [-2.9238, -0.6552, -4.7361], [-4.4417, 0.4710, -0.5530], [-1.9354, 0.1602, -2.6990], [2.1236, -0.9386, -4.9458], [-2.7225, 3.8683, 1.3644], [-0.4825, 4.3656, 5.9388], [0.5001, 4.6200, -1.6931], [-4.2452, 3.6389, 4.0334], [-1.7243, 0.1111, -0.9030], [-4.7911, -1.8312, 0.9540], [-0.3207, -3.2741, -5.1673], [0.6024, -0.5121, 5.0880], [0.3326, -2.3416, -3.3527], [3.3539, -4.5331, 1.0559], [-0.6095, 2.5877, 4.7431], [0.1370, 0.4856, 0.9322], [0.3607, -2.5614, -4.7206], [-1.7013, 4.1057, 1.0633], [-3.3518, -0.3528, -0.2795], [-0.2798, 1.5061, -2.9379], [1.0418, 2.9382, -1.5222], [-5.8727, -1.0047, 0.6883], [-1.0303, 0.9112, -3.4483], [3.7783, -4.0730, -0.1836], [-0.3711, 1.4678, -5.4085], [4.9737, 0.1463, 1.8150], [-2.4045, 3.7030, -1.8950], [-5.6983, 0.1488, -0.0674], [-2.6701, -2.1321, 0.6700], [3.0731, -3.0690, -0.8305], [-1.0786, 0.8852, -4.8322], [-4.3070, 1.3645, -1.1501], [1.8751, -4.3656, 2.6027], [4.6610, -4.4952, -0.6467], [-2.0780, -1.1161, 3.4323], [-1.0539, 3.8457, 1.9020], [1.1977, -1.4143, -2.7780], [-1.6341, 5.1868, 0.9057]], "mulliken_charge": [0.431, 0.246, 0.423, 0.259, 0.141, 0.403, 0.236, 0.397, 0.434, -0.684, -0.651, -0.576, -0.312, 0.268, 0.137, 0.428, 0.459, -0.199, 0.381, -0.635, -0.867, -0.326, 0.213, -0.577, -1.122, -0.572, 0.302, 1.107, -0.901, -0.406, -0.136, -1.378, 0.220, -1.254, 0.393, 0.472, 0.234, -0.577, 0.322, 0.507, 0.274, 0.566, -1.171, 0.403, 0.322, 0.259, 0.388, 0.476, 0.319, 0.409, 0.378, 1.471, 0.654, -0.711, -0.852, 0.258, 0.347, 0.297, -0.754, -0.429, 0.690, -0.657, 0.222, 0.400, 0.584, 0.419, 1.285, -0.490, 0.439, 0.440, -0.426, -0.562, -0.323, 1.854, -0.604, -0.956, 0.344, 0.143, -0.004, -0.604, -0.300, -0.677, 0.413, 0.437, -1.184, -0.717, 0.523, -0.666, -0.834, 0.268, 0.435, 0.418, -1.219, 0.122, 0.194, 0.452], "lumo_energy_ev": [-0.16, -0.16], "largest_force_ev_per_a": 1.3, "orbital_gap_ev": [6.720, 6.720], "homo_energy_ha": [-0.2527, -0.2527]}